(1)
116
Properties=species:S:1:pos:R:3:mulliken_charge:R:1 method="wB97M-V/def2-TZVPD" gap_ev=6.51 total_energy_ha=-8168.83571 largest_force_ev_per_a=0.52
C -2.55450 -1.28169 1.96489 -1.15
Pb 0.34936 0.43173 0.62202 1.12
C -3.87868 2.50097 1.21935 -0.15
N -0.24829 3.73523 -2.14661 -0.49
H 0.10897 1.33780 6.33553 0.40
N 3.00664 -0.11875 0.32536 0.43
H -4.93094 3.21479 -3.35853 0.22
C -3.79126 1.42107 -3.00598 0.46
C 4.75021 4.19455 1.38906 -0.67
S -1.49281 3.71215 0.67545 1.19
H -4.83613 -1.52094 -0.35830 0.56
C 1.91231 -6.88522 -1.32890 -0.65
H 3.46711 -3.02578 3.39781 0.44
C -0.85621 -3.30764 0.11605 -0.54
H -3.35598 4.81546 -1.19100 0.49
C -5.25345 3.90287 -0.74103 -0.88
C 2.68042 -5.34632 0.34750 -0.57
H 4.03516 1.84774 3.42052 0.19
C 0.60814 -4.94877 -0.76716 0.05
H 2.53388 -4.10637 -5.58817 0.40
H 4.34387 1.03127 4.98066 0.50
C 1.69892 3.04129 -3.34854 -0.97
N -0.01269 -2.82120 0.92916 -0.40
H 3.41347 -5.09519 1.09601 0.37
C 4.00894 0.60550 0.64779 -1.15
H 5.02269 0.21465 0.71603 0.45
N 1.98909 -3.00880 2.05708 -0.62
C 1.42754 2.06210 4.75772 -0.72
C -4.02750 -1.34676 0.33152 -0.39
C 4.93802 2.85550 1.08921 -0.51
C -5.23060 2.27792 1.03849 -0.71
C 1.39664 -3.10177 0.73493 1.43
H -7.73345 3.09525 -0.93945 0.21
H -5.90953 1.76136 -3.15486 0.32
C 0.03157 2.78228 -1.24088 -0.03
H -2.44682 1.95065 -4.59109 0.41
H 2.37188 3.16556 -4.18383 0.44
H -3.32626 1.97958 1.99088 0.57
C 1.59470 -4.50528 0.12361 0.56
C -4.98069 2.14494 -3.57919 -1.86
C -5.93834 2.98559 0.05972 0.75
C 4.28212 -2.12961 0.30652 -0.95
N -2.07785 -0.51016 1.00132 1.05
N -0.71039 2.54403 -0.12717 0.17
N 3.09876 -1.41418 0.02064 -0.43
C 3.22271 -2.95994 2.33501 -0.35
Se 2.07971 0.35501 4.02573 0.34
H 1.37491 2.76472 3.92609 0.16
C -2.24910 0.06692 5.52011 -1.18
H 3.71234 -7.14535 -0.18125 0.43
H -1.61901 -0.56097 6.14694 0.36
H -0.33181 2.91885 5.64209 0.51
N -0.58232 -4.24526 -0.83935 0.29
H -4.79601 0.79570 -1.22144 0.35
H 2.93523 -5.08099 -4.17148 0.26
C 3.95349 0.91211 3.97251 -0.96
H 5.93177 2.45273 0.93141 0.49
H 2.17997 2.40654 5.46655 0.59
N -7.30733 2.81148 -0.07539 -0.56
C -2.78006 0.10171 -1.24541 -0.18
H 3.27004 5.70111 1.81384 0.51
H -7.70497 1.99209 0.34746 0.21
H 3.90925 -3.66832 -4.57404 0.32
C 1.48555 -2.10647 -1.59028 -0.51
N -0.44713 -0.62238 -1.35458 0.86
H 5.12261 -1.97745 -0.36544 0.69
H -2.94637 -0.55340 4.96030 0.31
C -1.47420 0.74780 -3.12240 0.06
H 2.68678 1.33035 -2.47583 0.48
C 2.88937 -4.05867 -4.55822 -1.54
C 0.06531 1.92903 5.42315 -0.94
H 0.01838 -6.40914 -2.22145 0.40
C 2.29277 -2.89888 -2.39911 0.29
H -0.52303 0.77917 -3.64102 0.74
C 3.46071 4.66207 1.58220 -0.99
C -2.56111 1.41289 -3.65525 -1.21
H 0.34370 4.63541 -3.88028 0.46
C 0.31817 -1.46742 -2.11257 -0.25
C 2.84856 -6.51998 -0.36964 -1.03
N 2.58292 2.47775 1.17460 1.34
H 5.59987 4.86106 1.46519 0.41
C -3.89761 4.11031 -0.57066 -0.23
H 5.29602 -3.33314 1.69180 0.43
H -0.95986 -1.52434 -3.84656 0.50
N 1.84423 -1.99332 -0.19307 2.03
O -1.19727 5.02625 0.17392 -0.72
N -2.97309 -0.56752 0.00110 0.77
H -5.02249 2.03439 -4.66368 0.53
H -4.42131 -2.49734 2.16820 0.52
C 1.87439 2.04838 -2.40374 -0.48
H -2.80535 0.77886 6.12425 0.37
C 0.58847 3.85546 -3.16371 -0.60
O -1.23692 3.46200 2.07617 -0.55
C -3.87014 0.76864 -1.78664 -0.79
H -1.97518 -1.43312 2.86289 0.81
H 2.04818 -7.78793 -1.91130 0.42
C -0.02576 -1.86912 -3.42735 -0.87
H -5.75125 1.55924 1.66261 0.26
C 2.40903 3.76135 1.46750 -0.50
C 0.77798 -2.69284 -4.19324 -1.60
H 1.38225 4.08250 1.61641 0.35
H 4.51484 0.13800 3.45234 0.23
H 3.18979 -3.32898 -1.95942 0.46
C -3.79596 -1.82937 1.59992 -1.90
H 0.45789 -2.94761 -5.19922 0.33
C -1.54238 0.04042 -1.91349 -0.26
N 1.06035 1.90945 -1.36947 0.69
C 0.78315 -6.11384 -1.51135 -0.92
C -3.21277 3.41552 0.41408 -0.85
H -1.89682 -2.99604 0.18386 0.43
C 1.98520 -3.19382 -3.71625 0.41
C 4.37021 -2.83849 1.41909 -0.98
C 3.82437 2.02567 0.98130 0.07
H -1.28837 -4.53238 -1.49193 0.34
H -5.79928 4.45152 -1.50111 0.42
Se -1.17425 1.03395 4.20385 0.36


(2)
15
Properties=species:S:1:pos:R:3:nbo_charge:R:1 method="wB97M-V/def2-TZVPD" gap_ev=8.70 total_energy_ha=-271.37448 de_lowest_ev=4.2714 largest_force_ev_per_a=7.43 smiles="C1=C[C@@H]2C[C@@H]2C=C1"
H 0.07077 1.65937 -1.35884 0.22
H 2.66830 -0.49275 1.05690 0.20
H -1.13775 -2.37526 0.06783 0.21
C -0.96997 -0.22764 -0.79194 -0.28
C -1.29332 0.94619 -0.01176 -0.39
H -2.08984 1.74285 -0.40913 0.21
H -1.42641 -0.37506 -1.77948 0.23
C 0.75431 -1.42648 0.57963 -0.25
C 1.51131 -0.14683 0.77170 -0.23
H -1.43460 0.74703 1.07734 0.22
C 0.02805 0.81571 -0.56910 -0.27
H 1.13372 -2.43944 0.96562 0.22
C 1.17566 1.00072 0.24991 -0.17
H 1.48664 2.02059 0.24748 0.23
C -0.47687 -1.44900 -0.09616 -0.16


(3)
119
Properties=species:S:1:pos:R:3:mulliken_charge:R:1 method="wB97M-V/def2-TZVPD" gap_ev=6.79 total_energy_ha=-8842.03888 total_charge=-1 de_lowest_ev=1.1833 largest_force_ev_per_a=1.93
O -2.71611 -1.04738 -2.85943 -0.36
O -1.34381 -0.27998 1.48607 -0.73
H 0.31419 -4.40148 0.79267 0.46
C 2.75459 0.44122 -0.27483 -0.26
P -2.12241 3.55932 -2.45763 1.06
H -1.87251 1.13822 4.89237 0.45
H -2.70141 -0.74298 6.19837 0.48
O -3.37741 -1.70978 -0.85203 -0.52
C 4.58899 -4.20818 -0.12033 -2.09
H 0.89229 2.38762 -5.26273 0.37
H 2.03759 -5.57148 1.92917 0.07
H 2.35769 -4.16988 4.04837 0.25
H -0.74681 -3.25948 4.75947 0.44
H -4.95911 6.57032 -1.31963 0.37
C -4.75021 5.85492 -0.53693 -0.84
H 2.09229 -5.67798 4.93457 0.50
H -1.28761 2.41632 -6.52673 0.31
H -1.01911 -5.47328 4.95537 0.31
H 6.81409 -2.98388 -1.03583 0.47
C 5.51259 -2.45228 1.35857 -1.67
H 4.75149 -0.06598 0.18507 0.32
C 1.23079 -6.10408 2.42637 -1.82
N -1.89151 3.98852 -5.32263 0.14
C -4.30751 3.58132 0.14617 0.04
C 1.75289 2.50432 0.74087 -1.87
C 4.90439 -2.71318 -0.02713 2.10
F -1.32451 2.64162 -0.61673 -0.69
H 6.33819 -3.13788 1.54747 0.50
C 3.16179 2.65872 -1.32973 -1.32
H -3.73091 3.90242 -4.35333 0.43
H -2.78511 5.35552 -4.04163 0.42
C -4.30331 5.37232 1.76457 -0.75
C 3.67189 -1.84168 -0.21863 -0.63
H 5.50349 -4.78548 0.01577 0.50
H -4.65401 7.34052 1.00847 0.37
C 1.49299 -0.05308 -0.71173 0.20
H 5.12679 1.98542 0.36827 0.41
H 0.51949 -6.43828 1.67577 0.38
H -1.75781 -1.85698 -4.28923 -0.21
C -0.55551 -2.48808 1.05037 -0.76
Br -3.80631 2.85992 2.88477 -0.17
H -3.87121 -1.68638 3.52127 0.21
C -1.72341 1.88322 -3.21363 -1.04
H -0.67111 5.61642 -4.92713 0.39
C 1.37059 -1.45668 -0.71433 0.35
H 1.63629 2.01932 1.70877 0.35
C 4.19149 2.17802 0.89337 -2.45
C -1.20271 -1.83628 3.26957 -0.94
H 1.65119 -6.98548 2.90877 0.50
H 2.31239 2.46312 -1.97863 -0.03
C -1.96771 -0.89928 4.19247 2.55
C -3.96331 2.18922 -0.30003 0.71
H -1.04951 1.39882 -2.51423 -0.15
H -0.28831 0.34612 4.75517 0.29
H -1.15081 -1.57148 6.10367 0.42
H 4.06779 2.30932 -1.82793 0.35
O 0.50359 0.67152 -1.13813 -0.20
H -2.64151 1.29872 -3.29563 0.63
H 5.88719 -1.43648 1.44607 0.33
C -2.11641 -1.45158 5.61547 -2.45
C -0.56551 4.55262 -5.14243 -1.04
C -4.57891 6.28842 0.76747 -0.42
C -3.41111 -1.72838 -2.09023 -0.32
C -0.54771 -6.04298 4.15987 -1.81
H -4.11871 -2.45988 -2.56163 0.21
H -4.16771 5.69012 2.78747 0.41
H -0.00831 4.43232 -6.07833 0.31
H 4.75609 -2.59898 2.12637 0.26
H -0.59071 -2.93958 -5.20903 0.46
H -2.64321 -2.40368 5.61927 0.40
H 0.82659 2.04552 -3.49873 -0.25
Se -0.45431 -2.13168 -0.85253 -0.13
C 2.96519 1.92482 0.00267 2.89
H -0.36291 5.28232 -2.60743 0.64
H 4.14669 1.55362 1.78337 0.41
H 1.14709 -4.23928 5.32167 0.31
H 3.88519 -4.50158 0.65437 0.18
C -2.72001 4.26692 -4.14883 -1.33
H -3.96721 -0.08978 4.28817 0.45
C -0.67441 -3.03248 3.70927 -0.06
C 2.40929 -2.33668 -0.48263 -0.57
C -1.05351 -1.49778 1.90107 1.38
H 0.83769 2.36092 0.17707 0.13
C -3.38061 -0.71838 3.62107 -1.27
C -0.07161 -3.69908 1.51637 -0.10
C -0.06551 -3.96718 2.87147 -0.34
C -1.79711 2.59262 -5.57193 -0.87
H -1.31581 -6.31438 3.43937 0.37
H 4.19319 3.22102 1.20807 0.50
H -1.14571 0.89262 3.30787 0.04
Cl -1.02521 -0.92378 -6.31263 -0.22
C 1.60289 -4.80168 4.51157 -1.61
H -2.79811 2.15522 -5.58943 0.37
O -3.91281 1.97172 -1.52413 -0.63
C -0.83211 -1.92978 -4.87873 0.18
H 2.19019 -3.39288 -0.51723 0.44
C -4.16801 4.02752 1.45177 0.26
O -3.67471 1.33832 0.58057 -0.73
N 0.18429 3.92432 -4.07533 0.22
C 0.55019 -5.21978 3.47437 2.18
C -4.62071 4.51382 -0.83803 -0.15
H -3.34911 -0.24018 2.64777 0.05
H -0.12851 -6.95318 4.58607 0.48
Cl 0.48249 -1.31308 -3.85083 -0.07
H 0.26679 3.74532 -2.00183 -0.17
Bi -1.81541 0.24972 -0.50913 2.18
H -0.88021 0.90162 -4.79483 -0.79
C 5.92149 -2.36568 -1.12483 -1.75
C -1.26831 0.45962 4.29347 -1.47
H 6.21859 -1.32148 -1.06963 0.31
H 5.47719 -2.53408 -2.10363 0.34
C 0.32549 2.53842 -4.33613 -0.19
C 3.78669 -0.45778 -0.09013 -0.32
H 1.89589 3.57222 0.90197 0.50
H 4.16839 -4.45808 -1.09063 0.36
H 3.23509 3.73392 -1.16533 0.42
C -0.37531 4.19942 -2.75673 -0.85
N -1.01591 1.88032 -4.50783 1.62
H -4.74791 4.15232 -1.84643 0.70